No. 1
Formula: C15H19NO5S
Source: the Open Molecules 2025 dataset
Level of theory: ωB97M-V/def2-TZVPD

Summary:
LUMO energy, eV: -0.57
Maximum force, eV/Å: 16.49
Frontier orbital gap, eV: 8.15

Structure (ORCA input):
```
! wB97M-V def2-TZVPD RIJCOSX def2/J DEFGRID3
* xyz 0 1
H -3.804 -0.461 1.360
C -2.072 -1.129 0.539
H 1.776 2.083 -1.643
O -0.457 1.699 2.545
H 3.060 -0.707 2.373
C -1.266 -2.299 0.118
O 5.221 -1.483 2.666
N -1.854 2.003 0.697
H -3.932 -1.450 0.014
H 0.958 -0.002 2.043
C 4.443 -2.439 1.906
H -3.366 -0.030 -0.149
H 0.753 0.010 -2.969
H -2.789 2.584 0.721
O 0.238 3.177 -2.289
H -0.770 3.681 0.075
C 0.217 -0.722 1.417
H 0.219 -3.820 -0.157
H -2.025 0.746 -2.542
H -2.157 -3.188 -0.498
H 0.023 1.054 -4.260
C 1.090 2.225 -2.682
O 4.860 -3.304 1.141
C 2.122 -2.327 1.076
H -0.944 0.239 -1.436
H 1.617 2.476 -3.424
O -2.787 1.127 2.766
C -0.876 2.558 -1.856
C 0.243 0.823 -3.200
C -1.249 -0.362 1.291
H -0.101 1.813 0.126
C -3.386 -0.719 0.415
S -1.749 1.161 1.944
C 0.778 -1.982 0.733
H 2.481 -3.181 0.559
C -0.745 2.670 -0.023
C 3.036 -1.800 1.970
H -2.000 2.962 -1.924
C -0.908 1.026 -2.226
C -0.030 -2.736 0.248
H 6.133 -1.979 2.535
*
```

=====

No. 2
Formula: C2H2N4OS
Source: the Open Molecules 2025 dataset
Level of theory: ωB97M-V/def2-TZVPD

Summary:
LUMO energy, eV: -1.48
Maximum force, eV/Å: 2.77
Frontier orbital gap, eV: 7.86
SMILES: [H]/N=C\n1nnc(=S)o1

Structure (ORCA input):
```
! wB97M-V def2-TZVPD RIJCOSX def2/J DEFGRID3
* xyz 0 1
H -2.294 0.992 0.076
N -0.195 -0.079 0.046
N 1.311 1.356 0.022
H -1.423 -1.811 -0.127
N -2.521 -0.060 -0.042
C -1.448 -0.732 -0.043
N 0.055 1.189 -0.011
C 1.970 0.187 -0.003
O 1.001 -0.782 0.118
S 3.545 -0.260 -0.036
*
```